The following is a quantum chemistry calculation of C31H23F4InO7 as an isolated structure, from the OMol25 dataset.

Computed properties:
Relative energy (zero: lowest compared OMol25 entry of this formula, charge and spin): 60.2 kcal/mol
Electronic energy: -62887.6377 eV
Orbital gap: 2.94 eV
Net charge: 0

Each line ends with the Mulliken charge.
Atoms and positions in Å:
C  0.6245  -2.6634  3.1953  -0.45
H  0.5986  -3.2775  2.3072  0.53
O  0.5289  -3.9446  -3.2618  -0.70
C  2.8572  -0.4015  -6.7713  0.36
H  1.6560  -5.3737  -2.4310  0.30
C  0.0017  -1.4018  3.0554  0.37
H  1.4984  -3.9615  4.5910  0.39
C  -3.2276  3.5972  -1.7655  -0.24
H  -5.1582  -1.8280  4.0573  0.41
C  0.9418  -2.1382  5.5203  -0.56
C  0.3204  -0.9499  5.3562  -0.71
C  1.0273  -3.8141  -2.1383  0.54
C  0.9645  -1.0013  -5.3893  0.36
C  -4.3385  0.0071  4.8878  -0.45
F  1.6441  -0.4027  0.7480  -0.06
C  1.6640  -0.9509  -6.6892  -0.25
C  -3.2302  0.4598  2.3858  0.26
C  -3.5202  4.1330  -4.5342  -0.42
C  3.9587  -0.6380  0.5376  -0.24
H  -3.2836  3.4973  -0.6916  0.38
O  0.0111  -1.7461  -5.2579  -0.47
In  -0.7223  -0.3265  -0.8930  1.18
H  -2.4290  2.2307  3.2367  0.47
C  -4.3310  4.3856  -2.1777  -0.54
C  2.9411  0.5283  -4.4554  -0.01
C  -4.4828  4.5418  -3.6121  -0.43
H  -0.5433  0.4121  3.8194  0.59
O  1.6842  -4.8829  -1.6065  -0.47
C  1.1065  -2.9657  4.4457  -0.42
H  -4.8306  -0.2040  5.8257  0.40
H  6.0830  -0.9760  0.5117  0.40
F  -2.5515  0.5306  1.1857  -0.24
H  -5.3058  5.0785  -4.0604  0.33
C  -2.3653  3.0525  -2.7446  0.32
C  1.5776  -0.0926  -4.2501  0.10
C  4.2667  0.3593  3.0655  -0.74
F  -1.3500  2.2043  -2.3337  -0.15
H  3.8230  -0.9199  -0.4960  0.48
H  4.4228  0.6855  4.0831  0.37
C  -4.5866  -0.9275  3.8872  -0.58
F  -0.6688  -1.2469  1.9106  -0.32
H  1.2095  -1.4440  -7.5358  0.49
H  -5.0197  4.6914  -1.4040  0.38
O  3.4874  -0.5949  -7.9008  -0.53
H  6.3554  -0.0308  2.8152  0.36
H  3.1865  1.1662  -3.6192  0.49
O  0.9795  0.0185  -3.1403  -0.39
H  0.3772  -0.3225  6.2334  0.36
C  5.3753  -0.1030  2.3673  -0.29
C  -0.1229  -0.5413  4.1036  -0.27
H  -1.8930  2.8647  -4.8493  0.37
C  -2.4621  3.3679  -4.0817  -0.37
O  0.7551  -2.8613  -1.4323  -0.54
H  1.2505  -2.4571  6.5049  0.43
H  -4.3249  -1.4335  1.8800  0.40
C  3.5666  0.3388  -5.5925  0.26
H  2.0861  0.5033  2.9067  0.38
C  2.8981  -0.3559  1.2783  -0.02
H  -3.6521  4.3619  -5.5814  0.38
C  3.0555  0.2404  2.5097  -0.07
C  5.2434  -0.5990  1.0768  -0.64
H  -3.6244  1.8736  5.4379  0.36
C  -3.0488  1.3616  3.4008  -0.20
C  -3.6646  1.1460  4.6408  -0.61
C  -4.0342  -0.6892  2.6065  -0.27
O  4.7435  0.8295  -5.6781  -0.58